The following is a DFT calculation (ωB97M-V with the def2-TZVPD basis set) of a structure of composition C32H30BN4O2S3V.

Geometry as XYZ:
```
73
Properties=species:S:1:pos:R:3:forces:R:3:mulliken_spin:R:1
C -2.47988 5.27730 -0.06671 0.11 0.01 0.00 0.0005
H -5.73820 -1.37657 -1.25180 0.00 -0.01 0.01 0.0005
C 5.31578 -1.89756 0.99318 0.03 -0.10 0.13 -0.0004
C 2.22972 3.77536 0.35986 -0.14 -0.12 0.00 -0.0017
N 2.27851 0.11244 0.23795 -0.38 -0.04 -0.19 0.0892
C 4.95217 -3.22206 1.01561 0.04 0.07 -0.06 -0.0009
H -4.36277 -1.38587 -2.36267 -0.01 0.00 0.00 -0.0005
B -1.80297 0.00578 -0.20540 0.17 0.04 -0.17 -0.3042
H -2.71306 8.61775 -0.14618 0.00 0.01 0.01 0.0000
N 0.50402 -6.80258 -1.66924 -0.01 -0.01 -0.08 -0.0012
H -4.70978 1.04158 1.64889 -0.01 -0.01 0.00 0.0001
C -3.86702 -0.91853 -0.30619 -0.01 -0.01 0.04 -0.0090
C -1.12303 5.48744 -0.01930 -0.12 0.07 0.02 -0.0012
C -4.98906 1.21913 0.61281 0.03 -0.01 0.01 0.0001
H 3.93388 5.06440 0.73465 0.01 0.00 0.00 -0.0001
C 0.45386 -2.55866 -1.54498 0.01 -0.21 -0.05 0.0820
V 0.36907 0.14548 -0.72329 0.31 -0.06 0.53 2.4119
C 0.17831 -4.02726 0.70927 -0.07 -0.02 -0.02 -0.0103
H 5.97275 0.76405 1.09268 0.01 -0.01 0.00 0.0002
H 0.55860 -1.94787 -2.44254 -0.01 -0.02 0.00 -0.0096
C 4.93460 0.56845 0.85280 -0.05 -0.01 0.01 0.0063
S -0.76677 7.17349 -0.02463 -0.04 -0.06 -0.07 -0.0001
H 5.96328 -5.16110 1.30983 0.01 0.00 0.00 0.0000
C -0.39376 3.12339 -0.13360 0.07 0.05 -0.02 0.0010
C -3.21890 6.47938 -0.11894 -0.07 0.04 -0.02 -0.0001
H 5.53827 3.22704 0.98877 0.00 0.00 0.00 0.0001
S 6.99854 -1.72548 1.32165 0.00 -0.02 -0.20 -0.0001
N 0.23300 -1.92763 -0.39068 0.02 0.37 -0.29 -0.2679
H 0.07012 -4.59823 1.62085 0.00 0.00 0.01 -0.0005
H -5.16598 -1.45577 1.33880 0.00 0.01 0.00 -0.0015
H -5.08065 2.29348 0.45578 0.02 0.00 0.01 -0.0006
C 0.42060 -4.70130 -0.48881 -0.01 0.01 0.05 0.0079
C 6.04247 -4.08581 1.26059 0.04 -0.09 -0.06 0.0003
C -2.41796 7.58163 -0.11099 0.05 -0.01 0.05 0.0003
H -2.94238 4.30048 -0.04620 0.00 -0.01 0.00 -0.0001
C 4.07646 1.65765 0.65565 -0.09 -0.09 0.02 -0.0137
H -3.80678 -2.54704 1.07869 0.00 0.00 0.01 -0.0013
H -5.17691 1.00110 -2.10512 0.00 0.00 -0.01 -0.0007
C 1.80443 2.45282 0.20444 0.08 0.25 0.08 -0.0169
H -3.54382 -0.96852 1.84347 0.01 -0.01 0.00 0.0025
C -0.07103 4.48248 0.04620 0.10 -0.06 0.03 0.0003
C 2.73756 1.38297 0.36050 0.14 0.11 0.07 -0.1075
O -2.42746 -1.13297 -0.58992 -0.08 -0.06 0.10 0.0448
C -4.68421 -1.63915 -1.35452 0.01 0.02 -0.01 -0.0012
C 4.46870 -0.73367 0.76440 -0.04 0.09 0.04 0.0017
C -3.97551 0.63360 -0.34622 -0.06 -0.01 -0.03 0.0100
H -4.59598 -2.71633 -1.21960 0.02 0.00 -0.01 -0.0002
H 0.58288 -7.80696 -1.69998 0.00 0.00 0.01 0.0001
H 2.69393 -1.89024 0.32460 0.03 0.01 -0.01 -0.0242
C -4.16455 1.18896 -1.74866 -0.03 -0.03 0.00 -0.0042
C 7.21519 -3.41019 1.41967 -0.06 0.02 0.14 -0.0011
H -1.40686 2.80714 -0.33087 -0.03 0.04 -0.01 -0.0073
H -3.46508 0.74509 -2.45959 0.01 0.01 0.01 0.0023
H 3.94545 -3.58684 0.86525 -0.01 0.02 0.00 -0.0004
C 4.49790 3.02415 0.77187 -0.01 0.11 0.00 0.0012
H -5.96953 0.77463 0.43615 -0.01 0.01 -0.02 -0.0002
C 3.11092 -0.89825 0.43315 0.03 -0.04 0.00 0.0107
H 0.26796 -6.33121 -2.52427 -0.05 0.01 0.02 0.0001
H 1.57453 5.81504 0.40459 -0.01 0.01 0.00 0.0001
C 0.55235 -3.93371 -1.64415 0.06 0.08 0.00 -0.0118
H -0.11465 -2.10926 1.63706 -0.01 -0.01 0.00 -0.0111
H -4.29633 6.52856 -0.15935 0.00 0.00 0.00 0.0000
O -2.61792 1.04698 0.07854 -0.01 0.11 0.12 -0.0698
N 0.50341 2.14945 -0.06173 -0.10 -0.39 -0.32 0.1306
C 1.26180 4.78610 0.27125 -0.05 -0.03 0.01 -0.0019
C 0.55052 -6.20135 -0.47329 0.00 -0.05 0.05 -0.0024
C 0.08075 -2.65529 0.72346 0.02 0.02 0.03 0.0832
S 0.77210 -7.01585 0.92979 0.04 0.07 -0.05 0.0072
H 8.19519 -3.81663 1.60987 0.00 0.00 0.03 0.0000
H -4.01163 2.26833 -1.73272 0.00 0.00 0.00 -0.0024
C 3.61470 4.03573 0.63140 0.10 -0.03 0.02 -0.0014
H 0.75558 -4.35278 -2.61879 0.01 -0.06 0.03 0.0001
C -4.10941 -1.50036 1.07693 -0.02 0.00 -0.01 -0.0056
```
Positions in Å, forces in eV/Å.

The value obtained for the HOMO-LUMO gap (alpha / beta) is 5.96 / 6.44 eV. As for the total charge: +2. The highest occupied orbital energy (alpha / beta) is -0.473 / -0.473 hartree. Its energy is -102585.381 eV. For the lowest unoccupied orbital energy (alpha / beta), the calculation gives -6.9 / -6.4 eV. As for the multiplicity: 3. Its expectation value of S² is 2.151.